Molecular formula: C4H12NO2
Method: DFT, wB97M-V/def2-TZVPD

Structure (XYZ):
```
19
Properties=species:S:1:pos:R:3:forces:R:3
N 1.92779 1.86596 0.73248 -0.5 -0.5 -0.1
C 1.02814 1.63622 1.92929 0.1 0.8 0.3
O 0.44160 0.44604 1.97065 0.0 -0.2 0.0
H 2.57016 2.62627 0.92785 0.1 0.0 0.1
H 2.46507 1.00391 0.66966 0.1 0.1 -0.1
H 1.67607 1.84407 2.82824 -0.2 -0.1 0.1
H 0.29727 2.49108 1.89870 0.1 -0.1 0.0
C -1.05821 -2.18346 -1.63804 -0.4 1.2 -0.3
C -0.95643 -1.15239 -0.50697 0.3 -1.0 0.5
C -0.96562 0.28393 -1.00439 0.2 -0.6 -0.2
O 0.22268 -1.44112 0.23196 -0.6 0.5 0.2
H -1.12154 -3.18363 -1.22327 0.3 -0.2 -0.2
H -0.23337 -2.00496 -2.33686 0.2 -0.5 0.3
H -1.95794 -1.97344 -2.24019 0.0 -0.2 0.3
H -1.83057 -1.33311 0.16107 0.1 0.3 -0.3
H -1.84439 0.43136 -1.65177 0.0 0.4 0.5
H -0.07162 0.45686 -1.60685 0.1 0.0 -0.1
H -0.85709 0.91170 -0.12039 -0.4 0.4 -0.2
H 0.26798 -0.72526 0.97883 0.5 -0.2 -0.6
```
Forces are in eV/Å.

## Properties
Charge: -1

The Mulliken scheme yields these atomic charges, measured in e: number 1, N, carries -0.60; number 2, C, carries -0.48; number 3, O, carries -0.82; number 4, H, carries 0.23; number 5, H, carries 0.19; number 6, H, carries 0.29; number 7, H, carries 0.22; number 8, C, carries -1.41; number 9, C, carries 0.60; number 10, C, carries -1.12; number 11, O, carries -0.63; number 12, H, carries 0.32; number 13, H, carries 0.35; number 14, H, carries 0.37; number 15, H, carries 0.16; number 16, H, carries 0.37; number 17, H, carries 0.31; number 18, H, carries 0.20; number 19, H, carries 0.44



Molecular formula: C29H39BF4N2OPtS
Method: DFT, wB97M-V/def2-TZVPD

Structure (XYZ):
```
78
Properties=species:S:1:pos:R:3:forces:R:3
Pt 0.03820 -0.47980 0.92627 0.5 0.1 0.5
C -3.88868 3.47670 1.86835 0.0 0.0 0.0
C -2.50427 2.91945 1.53675 0.0 0.0 0.0
C -1.72911 3.86203 0.60940 0.0 0.0 0.0
C -1.67152 2.64486 2.77783 0.0 0.0 -0.1
C -1.46719 3.67093 3.69804 0.0 0.0 0.0
C -0.60261 3.51433 4.76372 0.0 0.0 0.0
C 0.11660 2.33580 4.89739 0.0 0.0 0.0
C -0.05416 1.28322 4.00926 0.0 0.0 0.0
C 0.86838 0.08445 4.10624 -0.1 0.0 0.0
C 0.19347 -1.28371 4.23697 0.0 0.0 0.0
C 1.87602 0.15682 2.95528 -0.1 -0.1 0.1
C -1.00145 1.43315 2.98500 -0.1 0.0 0.0
N -1.29014 0.33422 2.11872 0.0 0.0 -0.2
C -2.49515 -0.16269 2.01258 -0.1 0.2 0.1
C -2.70929 -1.06959 0.98561 -0.3 0.0 0.2
C -3.81517 -1.73911 0.45478 0.0 -0.1 -0.2
C -3.36476 -2.35234 -0.70462 -0.1 0.1 0.2
C -1.99084 -2.04446 -0.85793 0.1 -0.2 -0.4
N -1.61575 -1.28802 0.17035 0.5 0.0 -0.1
C -1.14064 -2.40999 -2.06164 0.2 0.0 0.1
C -1.50105 -1.43493 -3.19441 0.0 0.0 0.0
C -1.47351 -3.84399 -2.49606 0.0 0.1 0.0
C 0.36769 -2.30805 -1.78902 -0.6 -0.1 -0.2
H -4.49221 3.54777 0.96190 0.0 0.0 0.0
H -3.82542 4.47753 2.30017 0.0 0.0 0.0
H -4.41633 2.83917 2.58051 0.0 0.0 0.0
H -2.64536 1.99102 0.98647 0.0 0.0 0.0
H -1.53535 4.81923 1.09923 0.0 0.0 0.0
H -2.30424 4.05555 -0.29880 0.0 0.0 0.0
H -0.77156 3.42045 0.32477 0.0 0.0 0.0
H -1.98345 4.61363 3.56325 0.0 0.0 0.0
H -0.46201 4.31941 5.47373 0.0 0.0 0.0
H 0.83342 2.22844 5.70313 0.0 0.0 0.0
H 1.44820 0.22582 5.02238 0.0 0.0 0.0
H -0.28717 -1.61067 3.31766 0.0 0.0 0.0
H -0.55221 -1.27194 5.03460 0.0 0.0 0.0
H 0.94623 -2.03410 4.48218 0.0 0.0 0.0
H 1.39724 0.38908 1.97216 0.0 0.2 -0.1
H 2.48279 -0.73822 2.85546 0.0 -0.1 -0.1
H 2.51448 1.03775 3.05247 0.0 0.0 0.0
H -3.27318 0.17862 2.68758 0.0 0.0 0.0
H -4.81300 -1.74841 0.86450 0.0 0.0 0.0
H -3.94735 -2.94733 -1.38814 0.0 0.0 0.0
H -2.56943 -1.46133 -3.41687 0.0 0.0 0.0
H -0.95040 -1.70473 -4.09987 0.0 0.0 0.0
H -1.23028 -0.41268 -2.92017 0.0 0.0 0.0
H -2.50442 -3.93642 -2.83998 0.0 0.0 0.0
H -1.31808 -4.54558 -1.67532 0.0 0.0 0.0
H -0.81962 -4.13316 -3.32097 0.0 0.0 0.0
H 0.66165 -1.28260 -1.54144 -0.2 -0.3 -0.2
H 0.92604 -2.58413 -2.69395 -0.2 0.0 0.2
H 0.68420 -2.97668 -0.98459 -0.4 0.2 -0.5
F 2.76640 -3.29226 -0.67160 0.3 -0.2 0.1
B 2.37714 -2.72210 0.51514 0.2 0.0 0.5
F 1.90582 -1.32895 0.16438 -0.1 0.1 0.3
F 1.27924 -3.33703 1.09517 0.2 0.0 0.0
F 3.42638 -2.55305 1.40300 -0.2 0.0 -0.1
C 2.13320 -1.85366 -5.81366 0.0 0.1 0.0
C 2.33344 -1.05848 -4.55155 0.0 0.1 0.0
C 1.62730 0.12575 -4.33108 0.0 -0.1 0.0
C 1.78075 0.83772 -3.15286 0.0 0.0 0.0
C 2.65833 0.36753 -2.18723 0.4 0.0 -0.1
C 3.35665 -0.81560 -2.37407 0.1 0.1 0.0
C 3.19547 -1.51770 -3.55962 0.1 0.1 0.0
S 2.81953 1.21226 -0.62737 0.4 -0.2 -0.2
C 3.51971 2.77011 -1.18352 0.0 -0.1 -0.2
O 1.41700 1.53674 -0.23767 -0.6 0.4 0.4
H 1.59247 -1.27811 -6.56339 0.0 0.0 0.0
H 1.56073 -2.75985 -5.60810 0.0 0.0 0.0
H 3.08818 -2.16187 -6.24055 0.0 0.0 0.0
H 0.93983 0.48428 -5.08833 0.0 0.0 0.0
H 1.20059 1.73431 -2.96849 0.0 0.0 0.0
H 3.99360 -1.20419 -1.58564 -0.1 0.0 -0.1
H 3.72785 -2.45152 -3.70209 0.0 0.0 0.0
H 2.85034 3.22054 -1.91434 0.0 0.0 0.0
H 4.50043 2.57959 -1.61944 0.0 0.0 0.0
H 3.61136 3.41076 -0.30797 0.0 0.0 0.0
```
Forces are in eV/Å.

## Properties
Charge: 0

The Mulliken scheme yields these atomic charges, measured in e: number 1, Pt, carries 0.02; number 2, C, carries -1.69; number 3, C, carries 1.00; number 4, C, carries -1.36; number 5, C, carries -0.01; number 6, C, carries -0.33; number 7, C, carries -1.40; number 8, C, carries -1.09; number 9, C, carries 1.37; number 10, C, carries 0.29; number 11, C, carries -1.38; number 12, C, carries -0.72; number 13, C, carries -0.71; number 14, N, carries 0.92; number 15, C, carries -0.03; number 16, C, carries 0.18; number 17, C, carries -1.68; number 18, C, carries -0.74; number 19, C, carries -0.51; number 20, N, carries 0.74; number 21, C, carries 3.22; number 22, C, carries -1.79; number 23, C, carries -2.06; number 24, C, carries -1.41; number 25, H, carries 0.45; number 26, H, carries 0.31; number 27, H, carries 0.37; number 28, H, carries 0.13; number 29, H, carries 0.32; number 30, H, carries 0.42; number 31, H, carries 0.25; number 32, H, carries 0.36; number 33, H, carries 0.39; number 34, H, carries 0.42; number 35, H, carries 0.62; number 36, H, carries 0.13; number 37, H, carries 0.37; number 38, H, carries 0.44; number 39, H, carries -0.27; number 40, H, carries 0.52; number 41, H, carries 0.42; number 42, H, carries 0.49; number 43, H, carries 0.48; number 44, H, carries 0.48; number 45, H, carries 0.43; number 46, H, carries 0.31; number 47, H, carries 0.32; number 48, H, carries 0.41; number 49, H, carries 0.42; number 50, H, carries 0.43; number 51, H, carries -0.49; number 52, H, carries 0.49; number 53, H, carries 0.66; number 54, F, carries -0.33; number 55, B, carries 0.18; number 56, F, carries 0.09; number 57, F, carries -0.30; number 58, F, carries -0.35; number 59, C, carries -1.63; number 60, C, carries 1.12; number 61, C, carries -0.85; number 62, C, carries -0.44; number 63, C, carries 0.25; number 64, C, carries -0.25; number 65, C, carries -0.74; number 66, S, carries 0.43; number 67, C, carries -1.19; number 68, O, carries -0.49; number 69, H, carries 0.36; number 70, H, carries 0.29; number 71, H, carries 0.45; number 72, H, carries 0.33; number 73, H, carries 0.37; number 74, H, carries 0.29; number 75, H, carries 0.37; number 76, H, carries 0.33; number 77, H, carries 0.39; number 78, H, carries 0.44



Molecular formula: C3H4FNS
Method: DFT, wB97M-V/def2-TZVPD

Structure (XYZ):
```
10
Properties=species:S:1:pos:R:3:forces:R:3
C 0.87399 0.02557 0.29970 4.6 -0.9 -2.4
C -0.41314 0.29582 -0.28442 -2.7 -4.1 -1.4
C -0.58906 1.45365 -1.02748 0.5 -1.9 1.6
H -0.02219 -1.83375 1.47171 0.3 -0.1 -0.3
H 0.92154 0.72503 1.08628 0.6 0.1 1.7
H 1.87809 0.29806 -0.39937 -3.1 -0.8 1.6
H -0.71931 -0.61571 -0.98373 0.4 1.8 1.4
N -0.71229 2.41055 -1.57164 -0.6 4.8 -2.9
F -1.31565 0.31470 0.79010 -0.2 -0.1 -0.2
S 0.97112 -1.80813 0.54931 0.1 1.0 1.0
```
Forces are in eV/Å.

## Properties
Charge: 0
SMILES string: N#C[C@H](F)CS

The Mulliken scheme yields these atomic charges, measured in e: number 1, C, carries -0.66; number 2, C, carries 0.48; number 3, C, carries -0.15; number 4, H, carries 0.15; number 5, H, carries 0.39; number 6, H, carries 0.33; number 7, H, carries 0.22; number 8, N, carries -0.30; number 9, F, carries -0.27; number 10, S, carries -0.21



Respective energy relative to the best compared isomer or geometry (same formula, charge and spin) values: 0.3491; 0.6338; 1.1673 eV.
Respective HOMO level values: -3.23; -7.95; -9.97 eV.
Respective E_tot values: -9927.8749; -61367.5450; -18216.8312 eV.